Here is 2 unconnected molecules or ions with the total composition CH3ClNO2S from the OMol25 dataset. Energies are from ωB97M-V/def2-TZVPD.

Each line ends with the Löwdin charge.
Cartesian coordinates (Å):
C 0.85 1.03 0.82  -0.176
N 0.85 0.23 -0.12  -0.269
O -1.48 -0.74 0.64  -0.552
O -0.98 0.35 -2.10  -0.503
S -0.37 -1.00 -0.26  0.681
Cl 0.84 -2.65 1.07  -0.261
H 1.73 1.79 0.82  0.085
H 0.24 1.00 1.79  0.093
H -1.68 -0.01 -2.67  -0.097

Values from the calculation:
- Charge: -1
- E_HOMO (spin up / spin down): -4.38 / -4.38 eV
- Gap between HOMO and LUMO (spin up / spin down): 7.95 / 7.96 eV
- ΔE to the lowest compared entry with this formula, charge and spin: 213.7 kJ/mol
- Electronic energy: -1103.4951 hartree

Here is a molecular structure, C21H53AsMoN4OS6Si3 from the OMol25 dataset. Energies are from ωB97M-V/def2-TZVPD.

Each line ends with the Löwdin charge.
Cartesian coordinates (Å):
Mo 0.11 0.22 -0.50  1.018
C -1.61 0.58 2.40  -0.196
C -2.55 0.73 1.22  -0.227
N -1.86 1.24 0.02  -0.228
C -1.89 2.71 -0.14  -0.246
C -1.16 3.48 0.94  -0.420
S 0.60 3.06 1.13  0.919
C 0.68 2.43 2.83  -0.439
C 0.71 0.91 2.92  -0.273
N -0.23 0.27 2.00  -0.179
H -1.59 1.51 2.98  0.093
H -1.99 -0.19 3.08  0.118
H -2.97 -0.23 0.93  0.034
H -3.39 1.39 1.47  0.132
H -2.43 0.86 -0.75  -0.032
H -1.47 2.93 -1.12  0.085
H -2.94 3.04 -0.16  0.133
H -1.22 4.54 0.70  0.080
H -1.65 3.36 1.91  0.071
H 1.59 2.84 3.27  0.073
H -0.15 2.86 3.38  0.071
H 1.69 0.52 2.70  0.067
H 0.48 0.62 3.96  0.131
H -0.11 -0.74 2.12  -0.040
C 0.52 3.08 -2.69  -0.148
O 1.00 2.10 -1.77  -0.502
Si 2.57 1.47 -1.81  0.276
C 3.69 2.85 -1.24  -0.143
C 3.04 1.15 -3.58  -0.148
C 2.30 0.00 -0.70  -0.543
Si 2.56 -1.74 -1.59  0.409
C 2.01 -1.97 -3.37  -0.205
C 4.38 -2.25 -1.77  -0.195
C 1.85 -3.18 -0.59  -0.231
Si 3.69 0.01 0.61  0.422
C 5.39 0.22 -0.22  -0.189
C 3.73 1.46 1.84  -0.187
C 3.68 -1.54 1.66  -0.180
H 1.18 3.17 -3.55  0.085
H 0.44 4.05 -2.19  0.093
H -0.46 2.77 -3.06  0.060
H 3.48 3.72 -1.88  0.045
H 4.75 2.60 -1.39  0.036
H 3.55 3.16 -0.21  0.015
H 3.32 2.09 -4.07  0.041
H 2.22 0.69 -4.15  0.036
H 3.90 0.49 -3.65  0.037
H 2.76 -1.58 -4.06  0.024
H 1.04 -1.59 -3.65  -0.041
H 1.98 -3.05 -3.51  0.045
H 4.95 -1.62 -2.45  0.028
H 4.32 -3.24 -2.22  0.043
H 4.93 -2.35 -0.84  0.015
H 0.96 -3.56 -1.08  -0.009
H 1.60 -2.93 0.44  -0.019
H 2.61 -3.96 -0.58  0.044
H 5.82 1.18 0.06  0.021
H 5.37 0.17 -1.31  0.014
H 6.08 -0.56 0.12  0.042
H 2.98 2.22 1.69  -0.034
H 4.70 1.96 1.74  0.035
H 3.67 1.11 2.87  0.038
H 3.94 -2.44 1.10  0.020
H 2.70 -1.73 2.12  0.001
H 4.41 -1.43 2.46  0.044
S -3.94 -0.81 -1.66  0.005
As -2.07 -1.74 -1.97  -0.379
S -0.73 -0.03 -2.63  0.226
S -0.98 -1.79 -0.01  0.225
S -1.83 -3.48 -3.05  -0.027
C -4.35 -3.34 1.46  -0.079
C -3.59 -4.21 2.44  -0.223
N -2.37 -3.58 2.93  0.008
C -1.08 -3.73 2.60  -0.878
S 0.09 -2.80 3.45  0.573
N -0.67 -4.57 1.65  0.001
C -1.36 -5.11 0.48  -0.270
C -1.60 -6.60 0.55  -0.073
H -5.26 -3.84 1.12  0.083
H -3.76 -3.08 0.58  0.022
H -4.65 -2.40 1.93  0.075
H -3.34 -5.18 2.01  0.089
H -4.21 -4.42 3.31  0.119
H -2.49 -2.87 3.64  0.103
H 0.34 -4.53 1.56  0.093
H -0.74 -4.87 -0.39  0.075
H -2.29 -4.56 0.31  0.074
H -0.65 -7.14 0.63  0.077
H -2.11 -6.95 -0.35  0.081
H -2.20 -6.88 1.42  0.065

Values from the calculation:
- E_HOMO (spin up / spin down): -7.51 / -7.77 eV
- Gap between HOMO and LUMO (spin up / spin down): 6.25 / 7.20 eV
- ΔE to the lowest compared entry with this formula, charge and spin: 0.0 kJ/mol
- ⟨S²⟩: 2.03
- Electronic energy: -6688.0195 hartree
- 2S+1: 3

Here is a molecular structure, C36H43BN20PTi from the OMol25 dataset. Energies are from ωB97M-V/def2-TZVPD.

Each line ends with the Löwdin charge.
Cartesian coordinates (Å):
Ti 0.25 0.38 -0.02  1.157
C 2.82 -5.73 1.62  -0.024
N 1.86 -4.77 2.14  -0.133
C 1.53 -4.62 3.45  -0.036
C 0.57 -3.62 3.49  -0.123
N 0.31 -3.17 2.25  0.066
C 1.10 -3.87 1.42  -0.570
P 1.23 -3.78 -0.34  1.149
C -0.26 -2.83 -0.77  -0.484
N -0.65 -1.54 -0.65  -0.015
C -1.86 -1.44 -1.32  -0.154
C -2.19 -2.63 -1.86  -0.023
N -1.18 -3.50 -1.51  -0.115
C -1.16 -4.91 -1.88  -0.024
C 2.78 -0.47 -1.38  -0.475
N 1.63 0.46 -1.36  -0.081
C 2.05 1.59 -2.10  -0.132
C 3.37 1.53 -2.31  -0.049
N 3.89 0.36 -1.80  -0.094
C 5.28 -0.04 -1.85  -0.034
H 2.78 -6.64 2.23  0.103
H 3.83 -5.32 1.65  0.080
H 2.57 -5.99 0.60  0.064
H 1.96 -5.23 4.22  0.132
H 0.06 -3.24 4.36  0.113
H -2.40 -0.52 -1.36  0.115
H -3.04 -2.95 -2.43  0.139
H -2.07 -5.13 -2.44  0.099
H -1.13 -5.54 -0.99  0.093
H -0.30 -5.13 -2.51  0.088
H 1.37 2.38 -2.37  0.115
H 4.00 2.25 -2.81  0.137
H 5.77 0.47 -2.68  0.097
H 5.37 -1.11 -2.02  0.082
H 5.81 0.20 -0.92  0.085
C -0.09 -0.14 -3.71  -0.027
C -0.82 1.00 -3.08  -0.322
C -1.70 1.84 -3.75  0.017
C -2.12 2.76 -2.81  -0.023
N -1.51 2.49 -1.65  0.049
N -0.72 1.39 -1.79  -0.005
B -1.70 3.09 -0.25  -0.658
N -0.31 3.33 0.41  0.051
C 0.14 4.49 0.90  -0.004
C 1.45 4.31 1.29  0.024
C 1.75 2.99 0.99  -0.293
C 3.05 2.30 1.22  0.008
N 0.67 2.40 0.46  -0.009
N -2.43 1.99 0.55  0.027
C -3.62 1.98 1.15  -0.023
C -3.85 0.71 1.64  0.015
C -2.73 -0.03 1.29  -0.333
C -2.50 -1.45 1.69  -0.023
N -1.87 0.75 0.59  -0.032
N -2.43 4.41 -0.25  -0.018
C -2.36 5.45 -1.12  -0.077
C -2.94 6.54 -0.53  -0.003
C -3.35 6.08 0.75  -0.339
C -4.04 6.85 1.83  -0.023
N -3.02 4.81 0.91  0.107
H -0.73 -0.58 -4.48  0.097
H 0.81 0.23 -4.20  0.089
H 0.19 -0.91 -3.00  0.036
H -1.99 1.78 -4.79  0.121
H -2.83 3.56 -2.89  0.128
H -0.49 5.36 0.93  0.131
H 2.12 5.05 1.71  0.120
H 3.85 3.04 1.27  0.100
H 3.06 1.76 2.17  0.086
H 3.29 1.61 0.41  0.055
H -4.20 2.89 1.22  0.119
H -4.70 0.37 2.19  0.120
H -3.07 -1.65 2.59  0.096
H -2.85 -2.14 0.92  0.082
H -1.45 -1.68 1.89  0.030
H -1.85 5.38 -2.07  0.120
H -3.06 7.52 -0.95  0.111
H -4.37 7.81 1.45  0.081
H -4.90 6.30 2.20  0.080
H -3.36 7.03 2.67  0.081
N 2.51 -1.61 -2.25  0.133
C 2.94 -1.00 0.02  -0.281
N 4.00 -1.69 0.37  0.233
C 4.05 -2.00 1.68  -0.391
N 5.08 -2.74 2.10  0.216
N 3.17 -1.57 2.61  0.235
C 2.14 -0.92 2.13  -0.286
N 1.94 -0.65 0.83  0.086
C 1.17 -0.29 3.02  -0.222
C 1.30 -0.31 4.39  0.018
C 0.41 0.44 5.15  -0.005
C -0.55 1.18 4.48  0.008
C -0.61 1.14 3.10  -0.068
N 0.22 0.40 2.36  0.079
H 3.29 -2.26 -2.20  0.078
H 2.43 -1.29 -3.21  0.097
H 5.81 -2.98 1.45  0.129
H 5.21 -2.89 3.08  0.130
H 2.09 -0.89 4.84  0.125
H 0.48 0.46 6.23  0.127
H -1.25 1.81 5.02  0.127
H -1.33 1.75 2.58  0.109

Values from the calculation:
- Charge: +2
- E_HOMO (spin up / spin down): -11.98 / -11.98 eV
- Gap between HOMO and LUMO (spin up / spin down): 5.86 / 5.53 eV
- ΔE to the lowest compared entry with this formula, charge and spin: 280.9 kJ/mol
- ⟨S²⟩: 0.76
- Electronic energy: -3708.2637 hartree
- 2S+1: 2